Density functional theory data (ωB97M-V/def2-TZVPD) for a cluster of 2 separate species, O2 in total in a non-equilibrium geometry.

spin multiplicity = 2
frontier orbital gap (spin up / spin down) = 7.749 / 6.874 eV
highest occupied orbital energy (spin up / spin down) = -0.8983 / -0.8461 Eh
net charge = +1
energy relative to the best compared isomer or geometry (same formula, charge and spin) = 874.1 kJ/mol

Geometry as XYZ:
```
2
Properties=species:S:1:pos:R:3:forces:R:3:mulliken_charge:R:1
O -0.344 -0.286 -0.829 3.8 3.1 9.1 0.5001
O 0.344 0.286 0.829 -3.8 -3.1 -9.1 0.4999
```
Forces are in eV/Å.